[1]
# C5H4Cl2S

2 unconnected molecules or ions with the total composition C5H4Cl2S at a distorted geometry (ωB97M-V/def2-TZVPD, OMol25).

Each line ends with the Löwdin charge.
Positions of all 12 atoms, in Å:
C (1.8302, -1.4285, 0.0389)  -0.4875
C (0.7267, -0.7422, -0.0919)  -0.5698
C (-1.9776, 0.1912, 0.1517)  -0.3920
C (-0.8531, 1.1405, -0.3569)  -0.2641
C (0.3604, 0.6893, -0.1655)  -0.7920
H (1.9468, -2.5138, -0.0175)  0.0699
H (-2.0212, 0.6667, 1.5242)  0.2019
H (-3.0751, 0.1028, -0.3546)  0.1074
H (-0.9785, 2.1417, -0.3388)  0.0557
S (-1.0082, -1.4302, -0.2080)  0.8410
Cl (3.4900, -0.6951, -0.0900)  0.5149
Cl (1.5595, 1.8777, -0.0916)  0.7146

Output
charge: 0
electronic energy: -1511.361881 Eh
multiplicity: 1
relative energy (zero: lowest compared OMol25 entry of this formula, charge and spin): 70.2 kcal per mole

***

[2]
# C5H4Cl3O5

2 unconnected molecules or ions with the total composition C5H4Cl3O5 at a distorted geometry (ωB97M-V/def2-TZVPD, OMol25).

Each line ends with the Löwdin charge.
Positions of all 17 atoms, in Å:
C (3.1653, 2.0604, -0.6069)  0.0034
C (1.9144, 1.5637, -0.7802)  -0.1851
O (0.9778, 1.3983, 0.2599)  0.0329
C (0.0266, 0.4933, -0.2707)  -0.5173
O (0.1418, -0.6795, -0.0197)  0.1296
O (-0.9903, 0.8824, -1.1068)  0.0980
C (-1.6995, 2.0378, -0.6149)  -0.6974
O (-1.6424, 2.4440, 0.5490)  -0.0034
O (-2.4653, 2.6205, -1.4879)  -0.1006
H (3.5365, 2.4296, 0.3793)  0.0636
H (3.8564, 2.0577, -1.4808)  0.0520
H (1.6269, 1.2809, -1.8268)  0.1396
C (-1.6524, -3.6079, 1.4069)  -1.5433
Cl (-2.0145, -4.1646, 3.0479)  0.4974
Cl (-0.3737, -4.5911, 0.6852)  0.5082
Cl (-3.1062, -3.6448, 0.4039)  0.5174
H (-1.3014, -2.5807, 1.4627)  0.0050

Output
charge: -1
electronic energy: -1949.744197 Eh
multiplicity: 1

***

[3]
# C5H4ClNO

A single C5H4ClNO molecule (ωB97M-V/def2-TZVPD, OMol25).

Each line ends with the Löwdin charge.
Positions of all 12 atoms, in Å:
O (-0.6516, -0.3001, -2.6334)  0.0805
C (-0.9537, 0.1518, -1.4189)  -0.0954
C (-0.1493, -0.0095, -0.3476)  -0.3090
C (-0.4283, 0.4544, 0.9987)  -0.0520
C (0.6482, 0.0819, 1.7251)  -0.6974
Cl (0.9486, 0.3387, 3.3942)  0.6561
C (1.5547, -0.5959, 0.8050)  -0.1588
N (1.1039, -0.6530, -0.4099)  0.1092
H (-1.3512, -0.0847, -3.2424)  0.1064
H (-1.9064, 0.6661, -1.3107)  0.1354
H (-1.3191, 0.9740, 1.3340)  0.1157
H (2.5043, -1.0236, 1.1060)  0.1093

Output
charge: 0
SMILES string: O/C=C1/C=C(Cl)C=N1
electronic energy: -783.075208 Eh
multiplicity: 1
relative energy (zero: lowest compared OMol25 entry of this formula, charge and spin): 26.1 kcal per mole

***

[4]
# C5H4CoNO5

A molecular structure, C5H4CoNO5 at a distorted geometry (ωB97M-V/def2-TZVPD, OMol25).

Each line ends with the Mulliken spin population.
Positions of all 16 atoms, in Å:
O (5.0779, 2.3303, 0.4288)  0.0001
C (4.1121, 1.8717, 0.8300)  0.0003
Co (-0.5729, 0.0260, 0.5413)  2.1456
O (-1.9073, 2.3617, 1.7256)  0.1407
C (-1.2936, 1.4308, 1.3816)  0.3142
C (-2.2373, -0.5529, 0.3799)  0.0732
O (-3.3243, -0.9110, 0.2200)  0.0375
C (-0.8928, -1.3434, -2.7180)  0.0154
O (-1.1521, -1.6157, -3.7966)  -0.0016
C (-0.6316, 1.0816, -0.8757)  0.0713
O (-0.6908, 1.7750, -1.8000)  0.0418
H (-0.3582, 0.7500, 1.8022)  0.0930
N (0.7876, -1.5819, 0.4752)  0.0690
H (0.4307, -2.3832, 1.0058)  -0.0011
H (1.6953, -1.3386, 0.8800)  0.0002
H (0.9573, -1.9005, -0.4801)  0.0003

Output
charge: +1
electronic energy: -2006.264480 Eh
multiplicity: 4

***

[5]
# C5H4CoO4

A molecular structure, C5H4CoO4 at a distorted geometry (ωB97M-V/def2-TZVPD, OMol25).

Each line ends with the Mulliken spin population.
Positions of all 14 atoms, in Å:
C (1.4130, 1.3735, -0.9495)  0.0103
C (1.9918, 2.4257, -1.0542)  0.0153
H (2.7279, 3.1989, -1.1872)  -0.0006
H (2.2462, -0.0596, -0.9316)  -0.0006
O (0.0997, 0.3240, -0.9331)  0.0345
C (0.5247, -0.9189, -1.3456)  0.0036
O (-0.2696, -1.8710, -1.3417)  0.1765
O (1.7470, -1.1111, -1.0682)  0.0320
Co (-1.1062, -2.7651, -0.0979)  2.7574
C (-1.7460, -0.3166, 1.8538)  0.2762
C (-1.7315, -0.4598, 0.5959)  0.4585
O (-1.4430, -0.1546, 3.0435)  0.2194
H (-2.5925, -0.2848, -0.0569)  0.0190
H (-1.8616, 0.6194, 3.4726)  -0.0015

Output
charge: +3
electronic energy: -1874.963508 Eh
multiplicity: 5

***

[6]
# C5H4CuLiO7

A molecular structure, C5H4CuLiO7 at a distorted geometry (ωB97M-V/def2-TZVPD, OMol25).

Each line ends with the Löwdin charge.
Positions of all 18 atoms, in Å:
O (1.1537, -1.5068, -2.3912)  -0.1070
C (0.6276, -1.9889, -1.3603)  -0.5981
O (1.1970, -2.5257, -0.3882)  -0.0259
O (0.2573, -0.7083, 2.2850)  0.1174
O (1.1946, 1.2610, 1.7853)  0.0887
C (0.7114, 2.4782, 1.1981)  -0.0821
C (-0.5556, 2.0335, 0.4558)  -0.0826
O (-0.6259, 0.6286, 0.7308)  0.0780
C (0.3425, 0.2711, 1.5679)  -0.5495
H (0.5131, 3.1946, 2.0028)  0.1344
H (1.4856, 2.8685, 0.5295)  0.1337
H (-0.4850, 2.1676, -0.6288)  0.1315
H (-1.4687, 2.5128, 0.8214)  0.1348
Li (-0.2244, -0.9138, -3.5465)  0.7853
Cu (-0.1604, -2.8184, 1.3345)  0.5611
O (-1.5103, -1.8886, -2.4998)  -0.0985
O (-1.4943, -2.7481, -0.4303)  -0.0225
C (-0.9583, -2.3171, -1.4658)  -0.5987

Output
charge: 0
electronic energy: -2367.713552 Eh
multiplicity: 1
relative energy (zero: lowest compared OMol25 entry of this formula, charge and spin): 0.0 kcal per mole

***

[7]
# C5H4F2O2

2 unconnected molecules or ions with the total composition C5H4F2O2 at a distorted geometry (ωB97M-V/def2-TZVPD, OMol25).

Each line ends with the Löwdin charge.
Positions of all 13 atoms, in Å:
C (-2.7843, -0.4118, 0.4628)  -0.4570
C (0.9232, 1.3150, 0.5259)  0.0998
C (0.8353, -0.1126, -0.5621)  -0.1403
C (1.0749, -1.3725, -0.0902)  -0.1118
C (-0.2308, 0.8534, -0.1344)  -0.2882
O (-3.5189, 0.2994, -0.0605)  0.2107
O (-2.2473, -1.2300, 1.0905)  0.1709
F (1.5807, -2.3106, -0.8937)  0.0198
F (-0.5207, 1.7819, -1.1498)  -0.0500
H (1.1883, 0.7742, 1.3701)  0.0732
H (1.5043, 2.1670, 0.1560)  0.1224
H (1.2918, 0.1602, -1.6252)  0.1892
H (0.9035, -1.9136, 0.9107)  0.1613

Output
charge: 0
electronic energy: -542.979796 Eh
multiplicity: 1
relative energy (zero: lowest compared OMol25 entry of this formula, charge and spin): 63.7 kcal per mole

***

[8]
# C5H4F3N3

2 unconnected molecules or ions with the total composition C5H4F3N3 at a distorted geometry (ωB97M-V/def2-TZVPD, OMol25).

Each line ends with the Löwdin charge.
Positions of all 15 atoms, in Å:
N (0.5873, -1.0502, -0.2145)  0.2251
C (-0.2584, -0.3343, -0.4525)  -0.1949
N (-1.2650, 0.5079, -0.3900)  -0.1492
C (-1.2637, 1.3120, 0.7505)  -0.0103
C (-2.4084, 2.0679, 0.5897)  -0.0206
C (-3.0937, 1.5203, -0.5991)  -0.0787
N (-2.2947, 0.6580, -1.2043)  0.0979
H (-0.4762, 1.3754, 1.4176)  0.1078
H (-2.8384, 2.6894, 1.3841)  0.1001
H (-3.8910, 1.7593, -1.1220)  0.0527
F (4.1015, -0.9645, 0.1467)  0.0788
C (3.3804, -2.1026, -0.0554)  -0.5401
F (3.9324, -2.8716, -0.9429)  0.1450
F (3.3617, -2.7267, 1.1174)  0.1166
H (2.4260, -1.8404, -0.4254)  0.0699

Output
charge: 0
SMILES string: N#Cn1cccn1.FC(F)F
electronic energy: -656.723838 Eh
multiplicity: 1
relative energy (zero: lowest compared OMol25 entry of this formula, charge and spin): 60.7 kcal per mole

***

[9]
# C5H4FN

A single C5H4FN molecule at a distorted geometry (ωB97M-V/def2-TZVPD, OMol25).

Each line ends with the Mulliken spin population.
Positions of all 11 atoms, in Å:
C (2.9483, -0.1245, 0.0162)  0.0867
C (-0.7972, 0.0944, 0.0092)  -0.1330
C (0.3751, -0.7267, 0.0222)  0.5086
C (-2.0385, -0.3851, 0.0290)  0.3970
C (4.1700, 0.1753, -0.0009)  0.5274
N (1.5832, -0.2145, 0.0318)  0.5854
F (0.1987, -2.0707, -0.0161)  0.0471
H (-0.5956, 1.1541, -0.0303)  -0.0107
H (-2.8910, 0.2691, -0.0152)  0.0079
H (-2.2400, -1.4403, 0.0983)  0.0109
H (5.2113, 0.2235, -0.0606)  -0.0273

Output
charge: 0
electronic energy: -347.314377 Eh
multiplicity: 3
relative energy (zero: lowest compared OMol25 entry of this formula, charge and spin): 22.2 kcal per mole

***

[10]
# C5H4I2

A single C5H4I2 molecule at a distorted geometry (ωB97M-V/def2-TZVPD, OMol25).

Each line ends with the Löwdin charge.
Positions of all 11 atoms, in Å:
C (0.2115, -0.6669, 0.5900)  -0.1234
C (-0.2786, -1.6719, 1.2248)  0.0677
C (0.1235, 0.3005, -1.5321)  -0.0920
C (-0.2060, 1.4115, -0.7448)  -0.7018
C (0.7407, 0.3174, -0.1608)  -0.9297
I (-2.1606, 1.7945, 0.1912)  0.6763
I (2.8251, 0.8461, 0.1578)  0.7894
H (-0.5074, -1.6040, 2.2809)  0.0846
H (-0.5157, -2.6117, 0.7453)  0.0848
H (-0.5316, -0.4708, -1.8912)  0.0887
H (0.2991, 2.3553, -0.8610)  0.0553

Output
charge: 0
electronic energy: -788.114010 Eh
multiplicity: 1
relative energy (zero: lowest compared OMol25 entry of this formula, charge and spin): 54.5 kcal per mole

***

[11]
# C5H4INS

2 unconnected molecules or ions with the total composition C5H4INS at a distorted geometry (ωB97M-V/def2-TZVPD, OMol25).

Each line ends with the Löwdin charge.
Positions of all 12 atoms, in Å:
N (2.3495, 2.2922, 1.2010)  0.1405
C (1.3726, 1.8265, 0.7824)  -0.2809
C (0.3775, 1.1018, 0.1367)  -0.5552
C (-0.1280, -0.1371, 0.5084)  -0.0871
C (-1.2314, -0.4613, -0.3112)  -0.1926
C (-1.6481, 0.5256, -1.1699)  -0.3842
S (-0.5419, 1.8609, -1.1158)  1.0559
H (0.4136, -0.9135, 1.0494)  0.1273
H (-1.6307, -1.4834, -0.4487)  0.1192
H (-2.1151, 0.2663, -2.1218)  0.0780
I (4.4348, -0.0760, -0.0639)  0.4426
H (3.3742, 0.9625, 0.4030)  -0.4635

Output
charge: 0
SMILES string: N#Cc1cccs1.I
electronic energy: -943.515836 Eh
multiplicity: 1
relative energy (zero: lowest compared OMol25 entry of this formula, charge and spin): 5.8 kcal per mole

***

[12]
# C5H4KO

A molecular structure, C5H4KO at a distorted geometry (ωB97M-V/def2-TZVPD, OMol25).

Each line ends with the Mulliken spin population.
Positions of all 11 atoms, in Å:
C (-3.1722, -1.4203, -0.5541)  0.0206
H (-2.6768, -1.9156, -1.3987)  0.0161
H (-3.3516, 0.5687, -1.7142)  0.0091
H (-3.8189, -2.0694, 0.0487)  0.0219
C (-3.5417, 0.1215, -0.7319)  0.0062
C (-2.4592, -0.3238, 0.1302)  0.4894
C (-1.2484, 0.0221, 0.6926)  0.0169
C (-0.2734, 0.4072, 1.3657)  0.2622
O (0.7091, 0.8670, 1.9672)  0.1113
K (3.0461, 1.0130, 3.1921)  0.0081
H (-4.6205, -0.0840, -0.3514)  0.0382

Output
charge: 0
electronic energy: -867.920817 Eh
multiplicity: 2
relative energy (zero: lowest compared OMol25 entry of this formula, charge and spin): 3.7 kcal per mole